The following is a DFT calculation (ωB97M-V with the def2-TZVPD basis set) of 6 unconnected molecules or ions with the total composition C52H76NO17S.

Output
- total charge = +1
- LUMO level (eV) = -4.117
- Kohn-Sham gap (eV) = 6.31

Structure (XYZ):
```
147
Properties=species:S:1:pos:R:3:mulliken_charge:R:1
C 5.95 -2.59 0.30 -1.40
C 4.61 -1.82 -0.03 0.64
C 3.73 -2.77 -0.98 -1.94
C 2.71 -1.99 -1.87 0.88
C 1.60 -1.25 -1.20 0.88
C 1.51 -1.25 0.36 -1.23
O 0.17 -1.23 0.88 -0.22
C 0.16 -0.16 1.83 0.68
C 0.09 1.36 1.37 -0.78
O 0.23 -0.37 3.01 -0.55
C 0.68 -0.53 -2.11 0.70
C -0.53 0.29 -1.57 -0.89
O -0.58 1.49 -1.55 -0.38
O -1.64 -0.37 -1.06 -0.35
C -1.71 -1.75 -1.50 0.49
C -3.09 -2.43 -1.05 -0.86
C -2.79 -3.90 -0.50 -0.45
S -4.14 -5.09 -0.98 -0.22
C 0.85 -0.54 -3.59 0.39
C -0.09 0.26 -4.56 -1.12
O 0.66 1.25 -5.31 -0.46
C 1.20 2.23 -4.46 0.02
C 2.66 2.21 -4.22 0.52
C 3.31 3.20 -3.35 -0.56
C 2.49 4.24 -2.71 -0.51
C 1.04 4.32 -2.94 -0.69
C 0.44 3.30 -3.82 -0.27
C 1.98 -1.31 -4.09 0.04
N 2.85 -1.98 -3.26 0.35
C 3.98 -2.68 -3.96 -1.65
C 5.36 -1.98 -3.63 0.17
C 5.30 -0.40 -3.61 2.26
C 6.74 0.19 -3.93 -0.87
C 7.92 -0.51 -3.17 -1.21
C 7.94 -0.19 -1.60 0.84
C 9.25 0.60 -1.25 -0.82
C 9.30 1.16 0.24 -0.57
O 8.00 1.23 0.88 -0.36
C 7.26 2.30 0.42 0.70
C 5.78 2.40 0.98 -0.61
O 7.64 3.13 -0.38 -0.56
H 5.77 -3.50 0.92 0.43
H 6.64 -1.85 0.80 0.26
H 6.45 -2.86 -0.68 0.28
H 4.86 -0.89 -0.62 -0.28
H 4.05 -1.57 0.91 0.44
H 4.37 -3.49 -1.53 0.38
H 3.10 -3.39 -0.27 0.83
H 2.02 -2.14 0.83 0.36
H 2.10 -0.36 0.72 0.40
H -0.93 1.64 1.01 0.24
H 0.43 2.05 2.18 0.41
H 0.79 1.52 0.50 0.22
H -1.72 -1.81 -2.63 0.04
H -0.91 -2.41 -1.05 -0.02
H -3.55 -1.86 -0.20 0.28
H -3.79 -2.57 -1.92 0.45
H -2.81 -3.88 0.63 0.09
H -1.83 -4.33 -0.87 0.34
H -3.63 -6.29 -0.49 0.17
H -0.61 -0.40 -5.31 0.50
H -0.91 0.82 -4.03 0.32
H 3.30 1.44 -4.70 0.17
H 4.42 3.13 -3.22 0.44
H 3.00 4.97 -2.03 0.38
H 0.43 5.12 -2.44 0.38
H -0.66 3.35 -3.99 0.39
H 2.14 -1.29 -5.20 0.30
H 3.82 -2.61 -5.06 0.49
H 4.07 -3.75 -3.64 0.37
H 6.14 -2.29 -4.38 0.73
H 5.77 -2.29 -2.62 -0.56
H 4.95 -0.03 -2.60 -0.01
H 4.60 0.03 -4.37 -1.31
H 6.82 1.30 -3.76 0.21
H 6.89 0.03 -5.04 0.22
H 8.87 -0.05 -3.58 0.61
H 8.02 -1.61 -3.36 0.33
H 6.99 0.34 -1.34 -0.34
H 8.02 -1.19 -1.08 -0.15
H 10.12 -0.12 -1.33 0.40
H 9.47 1.47 -1.93 0.37
H 9.82 2.16 0.30 0.32
H 9.92 0.46 0.87 0.37
H 5.49 3.47 0.88 0.31
H 5.17 1.70 0.35 -0.06
H 5.82 2.03 2.03 0.32
O -2.32 -6.85 2.70 -0.61
C -2.77 -5.87 3.24 0.48
O -3.76 -5.11 2.73 -0.34
C -3.98 -3.96 3.58 -0.23
C -3.42 -4.36 4.93 -0.29
C -2.28 -5.29 4.55 -0.41
H -3.45 -3.11 3.14 0.01
H -5.04 -3.74 3.62 0.43
H -3.11 -3.51 5.53 0.26
H -4.18 -4.91 5.49 0.25
H -1.35 -4.75 4.37 0.22
H -2.14 -6.07 5.30 0.31
O -5.35 -2.26 5.16 -0.61
C -5.04 -1.11 5.02 0.59
O -3.79 -0.63 5.27 -0.36
C -3.79 0.80 5.11 -0.43
C -4.98 1.10 4.22 -0.48
C -5.96 0.01 4.60 0.06
H -3.88 1.26 6.10 0.26
H -2.85 1.11 4.66 0.30
H -5.37 2.11 4.35 0.35
H -4.69 0.98 3.17 0.24
H -6.58 0.30 5.46 -0.16
H -6.58 -0.29 3.76 0.28
O -8.83 2.25 5.72 -0.51
C -8.49 2.37 6.87 0.46
O -7.52 1.62 7.45 -0.34
C -7.44 1.93 8.85 -0.50
C -8.04 3.32 8.98 -0.51
C -9.09 3.32 7.88 -0.43
H -8.00 1.18 9.41 0.26
H -6.40 1.91 9.17 0.34
H -8.45 3.52 9.97 0.33
H -7.29 4.08 8.76 0.28
H -10.04 2.91 8.22 0.29
H -9.23 4.31 7.45 0.27
O 4.38 -2.31 -7.59 -0.62
C 4.62 -1.15 -7.73 0.65
O 5.84 -0.60 -7.50 -0.37
C 5.76 0.83 -7.65 -0.22
C 4.55 1.07 -8.52 -0.66
C 3.64 -0.08 -8.13 0.20
H 5.66 1.28 -6.66 0.09
H 6.68 1.20 -8.11 0.39
H 4.10 2.06 -8.38 0.37
H 4.82 0.98 -9.58 0.27
H 3.02 0.18 -7.26 -0.42
H 3.02 -0.40 -8.96 0.42
O -10.07 5.69 3.70 -0.58
C -10.59 4.76 3.15 0.49
O -11.41 4.89 2.07 -0.37
C -11.95 3.61 1.72 -0.41
C -10.99 2.59 2.31 -0.52
C -10.49 3.31 3.56 -0.06
H -12.96 3.53 2.14 0.24
H -12.02 3.52 0.63 0.33
H -11.46 1.63 2.52 0.34
H -10.16 2.43 1.63 0.27
H -11.15 3.14 4.41 0.13
H -9.47 3.04 3.79 0.14
```